The following is a quantum chemistry calculation of a molecular structure, C17H12F5HfN3O2Se, from OMol25.

Each line ends with the natural charge from an NBO analysis.
Atoms and positions in Å:
1 Hf -0.825 -0.860 0.220  2.34
2 O -1.240 -0.093 -3.508  -0.45
3 C -0.898 -0.013 -2.369  0.72
4 O -0.491 -1.033 -1.630  -0.86
5 C -0.819 1.337 -1.640  0.09
6 C -0.951 2.519 -2.354  -0.17
7 C -0.781 3.725 -1.686  -0.08
8 C -0.514 3.704 -0.322  -0.21
9 C -0.426 2.486 0.330  0.07
10 N -0.553 1.310 -0.311  -0.63
11 H -1.174 2.478 -3.410  0.28
12 H -0.853 4.660 -2.220  0.26
13 H -0.378 4.620 0.231  0.27
14 H -0.242 2.435 1.403  0.23
15 F -3.614 -0.200 0.342  -0.32
16 C -3.528 -0.955 1.503  0.38
17 C -2.230 -1.395 1.709  -0.86
18 C -1.958 -2.126 2.854  0.39
19 F -0.645 -2.480 2.963  -0.31
20 C -2.940 -2.433 3.787  0.27
21 F -2.672 -3.113 4.880  -0.25
22 C -4.247 -1.986 3.528  0.40
23 F -5.200 -2.266 4.389  -0.25
24 C -4.564 -1.234 2.382  0.27
25 F -5.798 -0.821 2.179  -0.25
26 C 3.156 1.312 0.832  -0.41
27 N 3.101 0.446 -0.318  -0.31
28 C 3.777 0.609 -1.488  -0.04
29 C 3.573 -0.512 -2.237  -0.02
30 N 2.779 -1.350 -1.516  -0.30
31 C 2.415 -2.698 -1.867  -0.42
32 C 2.472 -0.744 -0.356  0.25
33 Se 1.457 -1.500 1.081  -0.06
34 H 3.665 2.236 0.570  0.25
35 H 3.710 0.822 1.635  0.25
36 H 2.150 1.538 1.195  0.22
37 H 4.359 1.481 -1.705  0.26
38 H 3.949 -0.757 -3.210  0.27
39 H 2.742 -2.915 -2.881  0.25
40 H 1.331 -2.837 -1.805  0.23
41 H 2.903 -3.398 -1.183  0.25

Its total charge is +2. The value obtained for the HOMO energy is -0.562 hartree. The value obtained for the largest force on an atom is 2.94 eV/Å. The LUMO energy comes out at -7.66 eV.